{
  "formula": "C3H4N2O",
  "method": "ωB97M-V with the def2-TZVPD basis set",
  "multiplicity": 3,
  "s2": 2.024,
  "total_charge": 0,
  "e_lumo_ev": [0.814, -1.804],
  "e_above_lowest_ev": 1.061,
  "total_energy_ev": -8197.4593,
  "gap_ev": [5.174, 7.793],
  "elements": ["C", "C", "C", "N", "N", "O", "H", "H", "H", "H"],
  "coordinates": [[0.012919, 0.685360, 1.180399], [-0.004780, -0.184673, -0.959566], [-0.569853, -0.415497, 0.292139], [0.860140, 1.346921, 0.471642], [0.882564, 0.852508, -0.804204], [-1.380865, -1.495162, 0.650889], [-0.309625, 0.749214, 2.222344], [-0.003199, -0.542256, -1.983062], [1.655182, 1.260668, -1.261816], [-1.142484, -2.257082, 0.191235]],
  "atomic_forces_ev_per_a": [[-2.10, -3.40, -1.53], [2.79, -0.16, -5.65], [-2.15, 0.18, 5.19], [0.06, 1.77, 3.29], [-0.57, 0.09, 0.37], [0.93, 4.21, 1.31], [0.69, 0.54, -0.41], [-0.96, -0.53, 0.52], [0.54, -0.52, -1.37], [0.77, -2.18, -1.71]],
  "nbo_charge": [-0.070, -0.238, 0.298, -0.272, -0.401, -0.633, 0.222, 0.217, 0.406, 0.472]
}